1.
{"formula": "C17H32NRe", "method": "the ωB97M-V functional and the def2-TZVPD basis", "elements": ["H", "H", "H", "H", "H", "C", "C", "H", "H", "C", "H", "H", "Re", "H", "N", "H", "H", "H", "H", "H", "H", "H", "H", "H", "C", "H", "C", "H", "C", "H", "H", "H", "H", "C", "C", "C", "H", "H", "H", "H", "C", "H", "C", "H", "C", "C", "C", "H", "C", "C", "C"], "coordinates": [[3.5639, 1.0616, 0.8730], [0.8064, 0.3710, 3.8126], [-2.3292, 1.7261, -2.0283], [3.1229, -0.4548, 1.7236], [-2.2155, 3.4208, -1.5567], [-1.7626, -2.8370, -0.9572], [-2.0074, -1.3686, -0.5920], [1.4678, 1.8006, 0.2780], [-2.7080, -2.1358, 1.3664], [-1.6837, 2.4687, -1.5615], [3.5387, 1.1654, -1.6661], [-3.4644, 0.1653, -1.1834], [0.3104, -0.5272, 1.3074], [-0.0912, 3.0163, 1.4861], [0.3038, -0.4662, 3.4892], [-1.4594, -2.9400, -1.9995], [-1.0857, 4.1337, 0.5807], [-3.3457, 1.3348, 0.3845], [-3.0697, 3.0077, 0.7453], [-2.6170, -0.3482, 1.3181], [4.7502, -0.1151, -1.7019], [-2.9475, -0.9177, -2.4760], [3.2641, -0.3074, -2.6298], [-0.7896, 2.5964, -2.1731], [3.0679, -0.6166, -0.4642], [0.3595, 3.5145, -0.1701], [-0.4836, 0.8430, -0.2510], [-1.0173, -3.3201, -0.3191], [3.6281, -0.0264, 0.8357], [0.6671, -2.2252, -1.1007], [2.8295, -2.6531, 0.3038], [-1.1904, -1.5833, 1.4557], [-2.3787, 1.8099, 1.8087], [-0.4689, 3.2412, 0.4837], [-3.1881, -0.8559, -1.4136], [0.9553, 0.9246, -0.0996], [-0.6282, -0.3982, 3.9131], [2.9667, -2.5534, -1.4696], [-2.6905, -3.3956, -0.8375], [-4.0605, -1.4879, -1.2451], [-2.5985, 2.0250, 0.7588], [4.6806, -0.2895, 0.9428], [1.6053, -0.3050, -0.5085], [4.3767, -2.3249, -0.4579], [0.5323, -1.1829, -0.8531], [3.3088, -2.1236, -0.5274], [3.6776, 0.0847, -1.7014], [0.7632, -1.2544, 3.9631], [-2.2052, -1.2670, 0.9209], [-1.3310, 2.1096, -0.0940], [-0.7293, -0.5399, -0.7131]], "lowdin_charge": [0.1006, 0.1176, 0.0858, 0.0825, 0.1242, -0.0134, -0.5089, 0.1443, 0.1539, 0.0221, 0.1042, 0.0654, 1.5887, 0.0977, 0.0212, 0.1218, 0.1188, 0.0739, 0.1191, 0.0846, 0.1221, 0.1231, 0.1109, 0.1120, -0.5596, 0.1047, -0.1438, 0.0973, -0.0058, 0.1456, 0.0963, 0.0601, 0.0945, -0.0325, 0.0189, -0.0598, 0.1144, 0.1079, 0.1211, 0.1217, -0.0229, 0.1267, -0.2117, 0.1182, 0.0089, -0.0144, 0.0241, 0.1211, 0.0231, -0.5119, -0.1149], "charge": 3, "homo_ev": [-21.296, -21.236], "gap_ev": [7.376, 7.491], "spin_multiplicity": 2, "e_lumo_ev": [-13.920, -13.745], "de_lowest_kcal_mol": 5.4}

***

2.
{"formula": "C4H7N3", "method": "the ωB97M-V functional and the def2-TZVPD basis", "elements": ["N", "H", "C", "C", "H", "C", "H", "H", "N", "H", "H", "C", "H", "N"], "coordinates": [[0.2024, -1.7994, -0.0573], [3.0799, -0.2866, 0.3100], [-1.7219, 1.3099, 0.1456], [-0.1404, -0.5181, -0.0794], [0.9373, 1.4267, -0.2897], [2.0473, -0.4994, 0.0707], [-2.1177, -0.6177, -0.5153], [-2.7843, 1.4923, 0.0217], [-1.4511, -0.0951, 0.0157], [-1.4430, 1.6476, 1.1462], [2.0789, -2.5769, -0.1505], [0.9838, 0.3506, -0.1144], [-1.2213, 1.9276, -0.5992], [1.5501, -1.7614, 0.0957]], "lowdin_charge": [0.0717, 0.1090, -0.1262, -0.3962, 0.0940, -0.1173, 0.1164, 0.0790, -0.0361, 0.0868, 0.1381, -0.0348, 0.0693, -0.0538], "charge": 0, "homo_ev": -7.984, "gap_ev": 9.088, "smiles": "CNc1cc[nH]n1", "e_lumo_ev": 1.104, "de_lowest_kcal_mol": 16.6}

***

3.
{"formula": "C7H12N3", "method": "the ωB97M-V functional and the def2-TZVPD basis", "elements": ["C", "C", "C", "H", "H", "C", "N", "C", "H", "H", "H", "H", "C", "N", "H", "H", "H", "H", "N", "C", "H", "H"], "coordinates": [[3.0068, -1.3134, -0.9577], [-0.0056, 1.8364, -0.5839], [-3.1072, -1.6605, -0.5269], [-2.7153, -2.4243, -1.1618], [-0.5696, 0.8522, 1.1731], [0.2773, 1.4200, 0.8756], [-1.7124, 0.2858, -0.0264], [-1.4633, 1.5240, -0.8178], [3.2972, -2.2982, -1.4240], [-3.9819, -1.8714, 0.1488], [3.6228, -1.5446, 1.1126], [0.2537, 2.8779, -0.9021], [1.4333, 0.6058, 0.8538], [2.1070, -0.3517, 0.8695], [-2.1352, 2.2527, -0.3224], [2.0615, -1.1157, -1.3212], [0.4390, 1.2061, -1.3856], [3.8617, -0.5828, -1.1995], [2.8049, -1.3809, 0.5006], [-2.4569, -0.6014, -0.3748], [0.4007, 2.4070, 1.3473], [-1.8104, 1.3148, -1.9037]], "lowdin_charge": [-0.0302, -0.1694, 0.0329, 0.0660, 0.0920, -0.1226, 0.0189, -0.1788, 0.1147, 0.1062, 0.1786, 0.1404, 0.1189, 0.1167, 0.1331, 0.0512, 0.1187, 0.1273, -0.0220, -0.2071, 0.1544, 0.1600], "charge": 1, "homo_ev": -12.155, "gap_ev": 8.780, "smiles": "C=C=NCCCC#[N+]NC", "e_lumo_ev": -3.375, "de_lowest_kcal_mol": 146.1}

***

4.
{"formula": "C4H4O3S", "method": "the ωB97M-V functional and the def2-TZVPD basis", "elements": ["O", "O", "O", "H", "C", "H", "H", "S", "C", "C", "C", "H"], "coordinates": [[1.6978, 0.4488, 1.1530], [2.2722, -1.6285, -0.1558], [0.9965, 0.9295, -0.9107], [-2.5203, 0.0764, 0.7368], [-0.2511, 0.7153, -0.3701], [-0.6064, -1.2508, -1.2596], [-2.8293, -1.4075, -0.0432], [2.6351, -0.2632, -0.0227], [-0.9860, -0.4573, -0.5474], [-2.1875, -0.6520, 0.0999], [0.8012, 1.2221, 0.4531], [0.9777, 2.2673, 0.8666]], "lowdin_charge": [-0.3005, -0.4558, -0.0848, 0.0368, -0.1417, 0.1409, 0.0168, 1.0026, -0.0952, 0.0745, -0.3717, 0.1782], "charge": 0, "homo_ev": [-8.056, -8.266], "gap_ev": [7.341, 8.030], "e_lumo_ev": [-0.715, -0.237], "de_lowest_kcal_mol": 144.8}